No. 1
# C14H15F4N5PbSbSe4

C14H15F4N5PbSbSe4 as an isolated structure (the ωB97M-V functional and the def2-TZVPD basis, the OMol25 dataset).

Properties
gap between HOMO and LUMO	3.8	eV
HOMO	-2.373	eV
net charge	-1
LUMO energy	1.4307	eV

XYZ file:
```
44
C14H15F4N5PbSbSe4, DFT the ωB97M-V functional and the def2-TZVPD basis
Pb 6.4443 12.8926 11.0331
C 5.3644 15.8156 13.3092
C 4.6611 15.5643 11.9932
N 5.5774 15.2534 10.7880
C 6.4996 16.3733 10.7591
C 5.9717 17.8447 10.7639
C 4.7427 15.1351 9.5337
C 5.4274 14.2225 8.4627
N 5.5698 12.8319 8.9983
C 5.5991 11.7496 8.1909
C 5.9233 10.4764 8.7030
F 6.1337 10.5059 10.1124
C 5.7348 9.2307 8.0837
F 6.2378 8.0755 8.6295
C 5.0439 9.2560 6.8432
C 4.6115 10.4432 6.3097
F 3.8393 10.5366 5.2080
C 5.0221 11.6579 6.8672
F 4.4870 12.7123 6.2609
H 5.8036 16.8258 13.3950
H 6.2696 15.1538 13.5613
H 4.7155 15.6594 14.1751
H 3.9111 16.3105 11.6701
H 3.9985 14.6499 12.1159
H 7.1456 16.3300 9.8685
H 7.1499 16.3337 11.6500
H 6.8005 18.5234 10.3669
H 5.6772 18.1356 11.7620
H 5.0635 17.9598 10.1544
H 4.6072 16.1390 9.1161
H 3.7630 14.7513 9.7117
H 6.4814 14.6496 8.2845
H 4.7976 14.3277 7.5887
H 4.8657 8.2997 6.2821
N 3.3270 9.9758 15.3220
C 3.1983 10.3954 14.2303
N 2.9174 10.7695 12.9887
C 3.7198 11.5403 12.3828
N 4.4393 12.3387 11.8212
Se 6.8644 12.5547 17.3406
Sb 4.1966 12.3765 16.6393
Se 5.8086 10.6474 18.3414
Se 3.0839 11.8319 18.9165
Se 5.7405 14.6486 17.6887
```

---

No. 2
# C6H6F2N2O4

A 2-piece molecular cluster, C6H6F2N2O4 overall (the ωB97M-V functional and the def2-TZVPD basis, the OMol25 dataset).

Properties
gap between HOMO and LUMO	7.5	eV
HOMO	-9.203	eV
SMILES	C=C(F)/C=C\C=C(\F)[N+](=O)[O-].O=NO
LUMO energy	-1.6576	eV

XYZ file:
```
20
C6H6F2N2O4, DFT the ωB97M-V functional and the def2-TZVPD basis
C -1.2726 -1.0849 -1.2769
C -2.1980 -0.0537 -0.9442
C -0.1281 -1.4334 -0.4194
C -2.3738 0.1796 1.4962
C -2.4835 0.7247 0.2629
C 0.6260 -0.5994 0.2945
N 4.3040 -0.2208 -0.2806
N 0.6567 0.7930 0.3536
O 3.5062 -0.0865 -1.1621
O 4.5628 0.8706 0.4654
O -0.2669 1.4784 -0.0451
O 1.6974 1.3394 0.8072
F -3.1841 1.8964 -0.0019
F 1.6913 -1.1080 0.8654
H -1.3598 -1.7490 -2.0844
H -2.8983 0.3025 -1.8040
H 0.0619 -2.5556 -0.4937
H 3.9036 1.5558 0.3162
H -2.9289 0.5542 2.2951
H -1.9160 -0.8032 1.3558
```

---

No. 3
# C8H22EuINNb

C8H22EuINNb as an isolated structure (the ωB97M-V functional and the def2-TZVPD basis, the OMol25 dataset).

Properties
gap between HOMO and LUMO (alpha / beta)	6.9 / 5.6	eV
HOMO (alpha / beta)	-15.188 / -15.195	eV
<S²>	12.027
net charge	+2
LUMO energy (alpha / beta)	-8.2859 / -9.6393	eV
multiplicity	7

XYZ file:
```
34
C8H22EuINNb, DFT the ωB97M-V functional and the def2-TZVPD basis
N -3.3551 -1.2111 0.9642
C -2.6244 -1.2627 -0.2837
C -3.1209 -0.1831 -1.2284
C -2.3520 1.1267 -1.3131
C -0.8362 1.0271 -1.4710
C 0.0081 1.7433 -0.4602
Nb 0.7350 0.6250 1.3505
C 2.9989 0.8952 1.0198
C 3.5549 -0.4858 1.1442
C 3.5592 -1.2787 -0.1508
I 2.5161 -3.1497 0.0004
H -2.9173 -1.7538 1.6950
H -3.3978 -0.2677 1.3263
H -1.5302 -1.2176 -0.0869
H -2.8196 -2.2408 -0.7261
H -3.2791 -0.5890 -2.2296
H -4.1185 0.0552 -0.8732
H -2.5830 1.7602 -0.4637
H -2.7333 1.6431 -2.1859
H -0.5551 -0.0086 -1.4611
H -0.5819 1.4108 -2.4695
H 0.9007 2.1549 -0.9319
H -0.5547 2.5840 -0.0566
H 0.5812 -0.8667 0.1467
H 0.9985 -0.6148 2.6708
H 0.7630 2.0804 2.4265
H -0.9513 0.3286 1.9360
H 3.2907 1.5550 1.8336
H 3.1205 1.3703 0.0524
H 4.5756 -0.3539 1.5152
H 3.0328 -1.0443 1.9275
H 4.5501 -1.5722 -0.4612
H 3.0839 -0.7275 -0.9510
Eu 0.0412 -1.5317 -2.2052
```

---

Calculated total energy? In order: -11254.4971 -842.1180 -1436.6780 Ha.